57
Properties=species:S:1:pos:R:3:nbo_charge:R:1 method="wB97M-V/def2-TZVPD" total_energy_ha=-6858.01285 largest_force_ev_per_a=0.76 homo_ha=-0.6189 total_charge=+3 e_above_lowest_kcal_mol=6.6
Zr -0.70 -0.08 -0.35 2.153
O -3.11 -2.89 -0.16 -0.867
S -2.42 -2.19 -1.20 2.302
O -2.61 -0.67 -1.11 -0.997
N -0.82 -2.13 -0.91 -1.070
C 0.26 -2.75 -1.58 0.171
C 0.30 -3.98 -2.18 -0.193
C 1.50 -4.43 -2.77 -0.163
C 2.64 -3.68 -2.73 -0.171
C 2.63 -2.41 -2.09 -0.011
C 3.76 -1.58 -1.97 -0.031
C 3.65 -0.36 -1.33 -0.258
C 2.42 0.03 -0.82 0.115
N 1.32 -0.73 -0.93 -0.647
C 1.42 -1.96 -1.55 0.113
C -2.84 -2.78 -2.76 -0.350
C -2.63 -2.00 -3.90 -0.193
C -2.97 -2.54 -5.12 -0.181
C -3.51 -3.82 -5.20 -0.115
C -3.72 -4.58 -4.05 -0.188
C -3.39 -4.06 -2.81 -0.173
H -0.57 -4.62 -2.20 0.245
H 1.51 -5.40 -3.25 0.259
H 3.56 -4.05 -3.16 0.256
H 4.71 -1.90 -2.38 0.260
H 4.50 0.29 -1.21 0.272
H 2.31 0.99 -0.32 0.226
H -2.25 -1.00 -3.82 0.224
H -2.84 -1.95 -6.02 0.249
H -3.78 -4.23 -6.17 0.256
H -4.15 -5.56 -4.13 0.259
H -3.57 -4.63 -1.91 0.259
C -1.35 -2.94 2.90 -0.951
As -1.79 -1.11 3.23 1.535
C -1.46 -0.62 5.05 -0.946
C -3.61 -0.75 2.76 -0.955
S -0.41 0.18 2.07 -0.583
H -2.17 -3.55 3.30 0.284
H -0.42 -3.19 3.41 0.278
H -1.26 -3.10 1.83 0.267
H -2.13 -1.21 5.67 0.285
H -1.66 0.44 5.18 0.278
H -0.42 -0.85 5.30 0.281
H -4.23 -1.48 3.29 0.288
H -3.75 -0.89 1.68 0.267
H -3.87 0.25 3.07 0.274
Br -0.38 1.05 -3.18 0.241
C -1.13 2.44 -2.13 0.170
C -1.63 3.59 -2.70 -0.239
C -2.14 4.54 -1.83 -0.053
C -2.12 4.30 -0.46 -0.218
C -1.63 3.11 0.01 0.085
N -1.13 2.16 -0.83 -0.663
H -1.61 3.74 -3.77 0.278
H -2.53 5.47 -2.22 0.273
H -2.50 5.04 0.24 0.274
H -1.61 2.87 1.07 0.238

***

14
Properties=species:S:1:pos:R:3:nbo_charge:R:1 method="wB97M-V/def2-TZVPD" total_energy_ha=-738.87351 largest_force_ev_per_a=1.65 homo_ha=-0.3205 e_above_lowest_kcal_mol=82.3
C -1.39 -0.83 -0.04 0.199
C 0.94 -0.06 0.06 0.090
C 1.87 1.09 -0.06 -0.254
C 1.50 2.36 0.03 -0.341
H -3.78 0.85 0.19 0.492
H -1.12 -1.86 -0.10 0.224
H -0.84 1.05 -0.16 0.432
H 2.92 0.86 -0.30 0.242
H 0.53 2.66 0.49 0.196
H 2.19 3.13 -0.26 0.212
N -2.64 -0.59 -0.04 -0.155
N -0.40 0.14 -0.04 -0.616
O -2.83 0.79 0.02 -0.610
S 1.66 -1.57 0.03 -0.111

***

35
Properties=species:S:1:pos:R:3:nbo_charge:R:1 method="wB97M-V/def2-TZVPD" total_energy_ha=-693.69670 largest_force_ev_per_a=1.13 homo_ha=-0.0823 total_charge=-1 e_above_lowest_kcal_mol=122.2
C -5.89 -5.58 -17.77 -0.185
O -6.79 -5.25 -16.81 -0.968
H -6.17 -5.20 -18.78 0.075
H -4.86 -5.17 -17.58 0.047
H -5.68 -6.68 -17.87 0.067
C -5.06 -8.93 -18.75 -0.261
O -5.00 -8.97 -20.18 -0.722
H -4.75 -9.93 -18.42 0.143
H -4.44 -8.18 -18.25 0.180
H -6.07 -8.73 -18.39 0.203
H -4.13 -9.35 -20.33 0.452
C -4.80 -2.66 -15.73 -0.251
O -5.60 -2.64 -14.56 -0.709
H -4.28 -3.61 -15.82 0.195
H -5.43 -2.54 -16.61 0.185
H -3.98 -1.93 -15.68 0.129
H -5.75 -1.72 -14.32 0.444
C -2.83 -6.35 -20.13 -0.273
O -2.10 -5.49 -21.00 -0.752
H -2.22 -7.16 -19.74 0.176
H -3.14 -5.76 -19.26 0.188
H -3.71 -6.75 -20.63 0.195
H -2.67 -4.84 -21.42 0.475
C -2.26 -3.36 -18.22 -0.262
O -1.13 -4.04 -18.73 -0.749
H -1.94 -2.53 -17.61 0.169
H -2.90 -2.97 -19.02 0.150
H -2.93 -4.02 -17.66 0.180
H -1.48 -4.50 -19.51 0.483
C -4.65 -8.25 -15.25 -0.239
O -5.32 -7.22 -14.53 -0.715
H -4.01 -8.83 -14.58 0.145
H -5.37 -8.93 -15.72 0.158
H -4.00 -7.82 -16.02 0.168
H -6.26 -7.36 -14.63 0.479